Molecular formula: C31H34BrCl2F3HfN5O5S
Method: DFT, wB97M-V/def2-TZVPD

The geometry in ORCA input format:
```
! wB97M-V def2-TZVPD RIJCOSX def2/J DEFGRID3
* xyz 3 1
Hf 0.9120 0.6378 0.3888
C 1.5013 -5.2373 -4.0886
C 1.1132 -4.0699 -3.2275
C -0.1557 -3.5134 -3.2623
C -0.5276 -2.4239 -2.4532
C -1.9090 -2.0392 -2.4734
N -2.4867 -1.2402 -1.6388
C -3.9323 -0.9514 -1.6299
C -4.2333 0.5379 -1.4591
C -4.4767 0.9757 -0.0175
N -3.3682 0.6072 0.8765
C -3.5143 -0.1443 1.9194
C -2.4997 -0.5110 2.8556
C -2.9238 -0.9968 4.1086
C -2.0455 -1.2521 5.1491
C -2.5120 -1.7497 6.4869
C -0.6998 -0.9821 4.9045
C -0.2340 -0.5380 3.6643
C 1.1476 -0.1464 3.5282
N 1.7257 0.3507 2.4896
C 3.1012 0.8556 2.7329
C 3.9207 0.8393 1.4620
C 3.9620 -0.5137 0.7847
N 2.6717 -0.8233 0.1006
C 2.7302 -1.8554 -0.6668
C 1.7016 -2.3916 -1.5375
C 2.0183 -3.4945 -2.3373
C 0.4226 -1.8291 -1.6028
O 0.1184 -0.7667 -0.8837
C -1.1276 -0.3393 2.6098
O -0.6711 -0.0345 1.4119
H 0.6419 -5.6405 -4.6197
H 1.9340 -6.0362 -3.4869
H 2.2451 -4.9404 -4.8286
H -0.9027 -3.9447 -3.9200
H -2.5504 -2.4932 -3.2241
H -1.8923 -0.8288 -0.9203
H -4.3810 -1.5418 -0.8268
H -4.3350 -1.3259 -2.5688
H -5.1420 0.7710 -2.0152
H -3.4358 1.1308 -1.9088
H -5.3802 0.5135 0.3804
H -4.6025 2.0570 0.0302
H -2.4634 1.0593 0.7134
H -4.5257 -0.4917 2.1160
H -3.9855 -1.1525 4.2681
H -3.5634 -2.0272 6.4619
H -2.3850 -0.9788 7.2479
H -1.9379 -2.6214 6.7995
H 0.0176 -1.1189 5.7076
H 1.7438 -0.2276 4.4382
H 3.5759 0.2443 3.5026
H 3.0209 1.8772 3.1084
H 4.9372 1.1517 1.7031
H 3.5570 1.6000 0.7626
H 4.1788 -1.3042 1.5072
H 4.7515 -0.5226 0.0330
H 3.6763 -2.3992 -0.6985
H 3.0162 -3.9153 -2.2626
Cl 0.4428 4.1279 -3.2974
C -1.0317 3.2591 -3.6711
Cl -1.0392 1.6138 -2.9559
H -1.1108 3.1402 -4.7447
H -1.8757 3.7981 -3.2585
F -1.3151 2.4450 2.9861
C -0.9444 3.6337 2.4915
F -0.0403 4.1687 3.2841
F -2.0020 4.4083 2.3833
S -0.2104 3.3778 0.8113
O -0.1587 4.6278 0.1608
O -1.0056 2.2949 0.1709
O 1.0958 2.7042 1.1336
Br 3.3720 4.0235 -0.2713
C 3.0612 2.7662 -1.6354
C 3.7781 3.0245 -2.7997
C 3.6433 2.1908 -3.8892
C 2.7755 1.1141 -3.7787
C 2.1191 0.9240 -2.5886
N 2.2404 1.7063 -1.4874
H 4.4294 3.8853 -2.8296
H 4.1936 2.3840 -4.8003
H 2.6034 0.4310 -4.5980
H 1.4366 0.0961 -2.5107
*
```

Computed properties:
total energy = -6091.2530 a.u.
LUMO level = -0.3199 Eh
energy above the lowest of the compared OMol25 structures with the same formula, charge and spin = 53.1 kJ/mol
E_HOMO = -0.60456 Eh
maximum force = 0.8 eV/A
frontier orbital gap = 7.75 eV